Record 1
Computed, not measured: 2 unconnected molecules or ions with the total composition C19H20N2O2 in a non-equilibrium geometry, with the ωB97M-V functional and the def2-TZVPD basis.

Calculated values
Charge: 0
HOMO-LUMO gap (eV): 3.87
HOMO (eV): -6.64
LUMO level (eV): -2.77
Relative energy (zero: lowest compared OMol25 entry of this formula, charge and spin) (kJ/mol): 694.2

```
43
C19H20N2O2 | the OMol25 dataset | the ωB97M-V functional and the def2-TZVPD basis
O -0.20 1.38 1.93
O 1.20 -0.33 1.87
N 0.00 0.12 1.95
N -7.70 0.82 2.27
C 0.03 0.65 -1.28
C -3.38 -1.37 2.46
C -2.83 0.99 2.19
C 4.18 -0.30 -1.52
C -1.04 -0.76 2.04
C -5.15 0.27 2.31
C -4.19 1.29 2.19
C 3.23 -1.33 -1.50
C 1.87 -1.08 -1.45
C -4.73 -1.06 2.46
C -2.40 -0.36 2.25
C 5.64 -0.60 -1.55
C 3.72 1.02 -1.51
C 1.37 0.27 -1.39
C 0.94 -2.25 -1.44
C -1.23 -0.11 -1.35
C 1.94 2.75 -1.47
C 2.37 1.32 -1.45
C -6.56 0.58 2.29
H 5.81 -1.68 -1.56
H 3.59 -2.37 -1.53
H -2.07 1.76 2.12
H 1.35 2.98 -2.37
H -2.04 0.64 -1.39
H 1.52 -3.17 -1.52
H -1.33 -0.76 -2.23
H 6.16 -0.18 -0.68
H 6.12 -0.16 -2.44
H 2.81 3.42 -1.47
H 4.45 1.84 -1.54
H 1.32 2.99 -0.60
H -0.78 -1.82 2.03
H 0.24 -2.21 -2.29
H -5.47 -1.86 2.57
H -4.51 2.33 2.09
H -1.42 -0.69 -0.44
H 0.36 -2.28 -0.51
H -0.15 1.71 -1.14
H -3.02 -2.38 2.60
```



Record 2
Computed, not measured: 2 unconnected molecules or ions with the total composition C19H20N2O3 in a non-equilibrium geometry, with the ωB97M-V functional and the def2-TZVPD basis.

Calculated values
Charge: 0
HOMO-LUMO gap (eV): 5.81
HOMO (eV): -7.88
LUMO level (eV): -2.07
Relative energy (zero: lowest compared OMol25 entry of this formula, charge and spin) (kJ/mol): 556.9

```
44
C19H20N2O3 | the OMol25 dataset | the ωB97M-V functional and the def2-TZVPD basis
O 3.73 2.99 0.15
O 3.75 1.38 1.67
O -1.59 1.66 -2.69
N -2.59 2.32 -1.96
N 2.14 0.17 -0.48
C -4.34 -0.21 2.42
C 1.62 -3.46 0.32
C 1.25 -2.16 0.05
C -4.83 -1.14 1.53
C -2.43 0.18 1.00
C 3.94 -2.93 0.01
C 2.24 -1.23 -0.28
C 4.47 -0.42 -0.45
C -2.94 -0.78 0.11
C -3.17 0.45 2.16
C 3.59 -1.63 -0.27
C -4.13 -1.43 0.38
C -0.23 0.47 -0.12
C 3.50 0.77 -0.58
C -1.19 0.85 0.80
C 3.69 1.81 0.51
C 1.06 0.97 -0.16
C -2.23 3.68 -1.64
C 2.95 -3.85 0.30
H 3.59 1.27 -1.56
H 1.28 1.94 0.25
H -1.80 1.79 -3.63
H 0.23 -1.86 0.15
H -3.03 4.18 -1.10
H 4.98 -3.21 0.04
H 5.10 -0.30 0.44
H -1.32 3.71 -1.04
H -4.88 0.00 3.34
H -0.93 1.63 1.49
H -2.04 4.23 -2.56
H -2.77 1.16 2.87
H -2.70 1.75 -1.10
H -4.51 -2.16 -0.32
H 3.21 -4.87 0.54
H 5.12 -0.54 -1.32
H -2.41 -1.02 -0.80
H -0.46 -0.35 -0.78
H 0.86 -4.18 0.58
H -5.76 -1.64 1.74
```



Record 3
Computed, not measured: a single C19H20N2O4 molecule, with the ωB97M-V functional and the def2-TZVPD basis.

Calculated values
Charge: 0
HOMO-LUMO gap (eV): 8.50
HOMO (eV): -7.74
Structure (SMILES): CCOc1ccc(-c2n[nH]c(C)c2Oc2ccc(OC)cc2)c(O)c1
LUMO level (eV): 0.76
Relative energy (zero: lowest compared OMol25 entry of this formula, charge and spin) (kJ/mol): 312.3

```
45
C19H20N2O4 | the OMol25 dataset | the ωB97M-V functional and the def2-TZVPD basis
O -3.10 -1.99 -0.31
O 1.21 -2.85 -1.87
O 2.48 1.25 0.98
O -2.44 3.07 -0.75
N 3.34 -1.91 -0.45
N 4.50 -1.27 -0.37
C -4.16 -2.41 1.86
C 1.29 1.71 0.46
C -2.97 2.73 -2.01
C -1.19 2.62 -0.43
C -4.05 -1.51 0.63
C 4.37 -0.03 0.15
C 1.00 -1.44 0.07
C -0.74 2.92 0.86
C 0.48 2.47 1.30
C -1.77 -1.81 -0.08
C -1.22 -1.09 0.98
C -0.36 1.90 -1.28
C 0.45 -2.24 -0.94
C 0.15 -0.92 1.04
C 5.51 0.90 0.35
C 2.41 -1.10 0.05
C 3.03 0.13 0.43
C 0.88 1.46 -0.84
C -0.93 -2.40 -1.02
H 6.07 1.04 -0.58
H 5.35 -1.72 -0.67
H -1.83 -0.65 1.75
H 5.13 1.87 0.68
H -3.02 1.64 -2.14
H 2.15 -2.72 -1.62
H 6.19 0.52 1.11
H 0.57 -0.36 1.87
H -4.93 -2.03 2.52
H -3.82 -0.48 0.92
H -2.38 3.17 -2.82
H -3.22 -2.45 2.40
H -0.66 1.67 -2.29
H -4.42 -3.42 1.55
H -4.99 -1.51 0.08
H 0.83 2.69 2.30
H -1.35 -2.98 -1.82
H 1.51 0.90 -1.52
H -1.38 3.50 1.50
H -3.98 3.14 -2.02
```



Record 4
Computed, not measured: a single C19H20N4O3S molecule in a non-equilibrium geometry, with the ωB97M-V functional and the def2-TZVPD basis.

Calculated values
Charge: 0
HOMO-LUMO gap (eV): 8.63
HOMO (eV): -8.19
Structure (SMILES): O=C(CSc1nnc(-c2ccco2)n1-c1ccccc1)NC[C@H]1CCCO1
LUMO level (eV): 0.44
Relative energy (zero: lowest compared OMol25 entry of this formula, charge and spin) (kJ/mol): 318.3

```
47
C19H20N4O3S | the OMol25 dataset | the ωB97M-V functional and the def2-TZVPD basis
S 1.02 0.16 -2.46
O -4.30 2.34 -0.35
O -1.35 2.35 -3.81
O 1.23 -2.05 2.72
N 1.21 -0.66 0.14
N -0.87 2.84 -1.65
N 1.11 1.26 1.22
N 1.03 1.52 -0.09
C 0.87 1.89 -3.01
C 1.38 -1.24 4.79
C 1.29 -2.37 4.02
C 1.61 -4.70 -0.80
C 0.34 -2.67 -0.88
C 2.49 -2.71 0.21
C 1.38 -0.16 3.89
C -2.99 1.96 -0.72
C 1.23 -0.04 1.37
C -2.21 3.18 -1.26
C -3.47 1.24 1.54
C 1.35 -2.03 -0.18
C 2.61 -4.05 -0.11
C -0.58 2.37 -2.88
C 1.08 0.38 -0.74
C 1.29 -0.70 2.64
C 0.47 -4.01 -1.19
C -2.33 1.34 0.53
C -4.38 2.38 1.06
H -1.54 1.99 0.91
H 1.71 -5.75 -1.05
H -0.18 2.68 -0.91
H 1.56 2.49 -2.42
H -0.55 -2.12 -1.18
H 1.15 1.87 -4.06
H -4.02 3.34 1.44
H -2.74 3.56 -2.14
H 3.27 -2.19 0.74
H -5.43 2.25 1.34
H -2.17 3.96 -0.49
H 1.45 -1.20 5.86
H -3.14 1.37 2.56
H -3.99 0.29 1.44
H 1.44 0.89 4.12
H 3.50 -4.59 0.19
H -1.89 0.36 0.31
H -0.31 -4.51 -1.74
H -3.09 1.23 -1.54
H 1.26 -3.41 4.27
```



Record 5
Computed, not measured: a single C19H20N4O3S molecule in a non-equilibrium geometry, with the ωB97M-V functional and the def2-TZVPD basis.

Calculated values
Charge: 0
HOMO-LUMO gap (eV): 7.45
HOMO (eV): -7.48
Structure (SMILES): OCc1cc2nc(N3CCOc4ccccc43)nc(N3CCOCC3)c2s1
LUMO level (eV): -0.03
Relative energy (zero: lowest compared OMol25 entry of this formula, charge and spin) (kJ/mol): 676.2

```
47
C19H20N4O3S | the OMol25 dataset | the ωB97M-V functional and the def2-TZVPD basis
S 0.58 2.51 1.49
O -0.69 2.17 4.99
O -1.69 -4.81 -2.26
O 2.95 1.80 -3.88
N -0.24 -2.47 -1.43
N 1.00 -0.51 -1.31
N -0.77 -0.98 0.24
N 2.30 1.44 -1.08
C -1.42 -5.58 0.03
C -0.71 1.89 2.51
C 1.26 0.62 -0.62
C -1.22 2.68 3.77
C -0.86 -5.56 1.28
C 0.45 1.03 0.44
C 3.30 0.61 -3.13
C -0.36 -3.58 -0.57
C 0.34 -3.61 0.69
C 0.12 -4.61 1.62
C -1.59 -3.65 -3.10
C 3.57 0.89 -1.60
C -1.17 -4.66 -0.98
C -0.05 -1.19 -0.89
C -0.35 -2.64 -2.91
C -1.11 0.64 2.02
C 1.99 2.74 -1.68
C -0.50 0.15 0.87
C 1.72 2.50 -3.24
H 1.13 3.27 -1.29
H -2.23 2.59 3.69
H 4.23 0.49 -3.51
H 2.79 3.43 -1.52
H -1.60 -4.02 -4.20
H -2.54 -3.09 -3.09
H -1.20 -6.33 2.00
H 0.63 -2.88 -3.34
H -0.85 3.69 3.58
H -0.38 -1.65 -3.45
H 0.80 1.88 -3.30
H 0.95 -2.85 1.10
H 0.81 -4.64 2.49
H 0.27 1.99 4.99
H 3.78 -0.05 -1.11
H 4.51 1.42 -1.53
H 1.55 3.58 -3.69
H -1.86 -0.03 2.54
H 2.72 -0.26 -3.38
H -1.90 -6.42 -0.27
```